(1)
{"formula": "C7H15Br2", "method": "the ωB97M-V functional and the def2-TZVPD basis", "max_force_ev_per_a": 1.05, "charge": 0, "homo_energy_ha": [-0.288, -0.365], "gap_ev": [8.52, 10.30], "lumo_ev": [0.7, 0.4], "spin_multiplicity": 2, "mol_weight_g_mol": 259.005, "de_lowest_kj_mol": 0.0, "symbols": ["H", "C", "H", "H", "H", "H", "C", "H", "H", "H", "H", "Br", "H", "C", "Br", "H", "C", "H", "C", "H", "C", "H", "C", "H"], "xyz": [[-1.71, -2.09, 2.54], [-2.32, -1.20, 2.39], [1.84, 1.78, -1.76], [-1.29, -1.45, -0.29], [0.20, -0.76, -2.24], [3.08, 0.04, -3.12], [1.31, 1.08, -2.42], [2.64, 1.41, -4.13], [0.74, 0.69, 6.15], [0.34, 1.10, 0.19], [-1.83, 0.77, 1.57], [-2.61, -0.41, 4.11], [0.05, -1.33, 0.81], [0.74, -0.06, -1.58], [-0.23, 0.08, 7.04], [-3.29, -1.55, 2.01], [2.23, 0.59, -3.53], [1.71, -0.08, -4.21], [-0.76, -0.75, 0.36], [-1.02, 0.99, -0.89], [-1.68, -0.28, 1.44], [1.56, -0.65, -1.15], [-0.19, 0.41, -0.47], [0.48, 1.67, -2.84]]}

***

(2)
{"formula": "C7H15BrSi", "method": "the ωB97M-V functional and the def2-TZVPD basis", "max_force_ev_per_a": 4.50, "charge": 0, "homo_energy_ha": -0.294, "gap_ev": 8.42, "lumo_ev": 0.4, "spin_multiplicity": 1, "mol_weight_g_mol": 207.187, "de_lowest_kj_mol": 251.7, "symbols": ["H", "H", "Br", "H", "Si", "H", "H", "H", "H", "H", "H", "H", "H", "H", "C", "C", "C", "C", "C", "C", "C", "H", "H", "H"], "xyz": [[1.54, 1.30, 1.54], [-3.73, 2.14, -1.83], [-3.87, 0.08, 0.31], [-3.08, 0.63, -2.54], [0.70, -0.60, 0.16], [-2.18, -1.56, -2.26], [2.18, -1.07, -1.85], [1.00, 1.90, -0.09], [0.44, -1.86, 2.42], [-0.49, -2.34, -2.24], [0.88, -2.85, 0.99], [-0.25, 1.55, 1.09], [-0.87, -2.20, 1.24], [-2.07, 1.95, -2.33], [0.31, -1.93, 1.40], [-2.43, 0.95, -0.61], [-1.18, -1.59, -1.82], [-2.88, 1.46, -1.92], [-0.73, -0.71, -0.95], [2.32, -1.10, -0.80], [0.77, 1.14, 0.73], [3.09, -0.40, -0.49], [2.42, -2.15, -0.51], [-1.78, 1.50, 0.05]]}

***

(3)
{"formula": "C7H15Cl2P", "method": "the ωB97M-V functional and the def2-TZVPD basis", "max_force_ev_per_a": 4.59, "charge": 0, "homo_energy_ha": [-0.273, -0.273], "gap_ev": [7.17, 7.18], "smiles": "CC(C)(C)C=[PH]=CCl.CCl", "lumo_ev": [-0.3, -0.3], "spin_multiplicity": 1, "mol_weight_g_mol": 201.077, "de_lowest_kj_mol": 138.9, "symbols": ["H", "C", "C", "H", "H", "Cl", "C", "H", "H", "H", "H", "C", "H", "C", "H", "H", "H", "Cl", "C", "C", "H", "H", "H", "P", "H"], "xyz": [[3.02, -1.67, -0.41], [-2.07, 2.13, 1.18], [1.57, 0.19, 1.29], [1.89, 0.01, -2.15], [2.75, 0.30, 1.33], [-1.54, 2.49, -0.47], [2.04, -1.93, -0.29], [1.34, 1.25, 1.24], [-1.00, 0.17, -2.20], [-3.21, 2.09, 1.32], [1.65, -2.55, -1.04], [-0.19, -0.83, 0.08], [-1.72, 3.06, 1.67], [-3.00, -0.54, -0.74], [-0.45, -1.51, 0.75], [1.89, -2.45, 0.70], [0.64, 0.94, -1.49], [-3.42, -1.51, 0.70], [1.54, 0.37, -1.17], [1.32, -0.60, -0.04], [1.26, -0.14, 2.26], [2.20, 1.11, -0.95], [-1.58, 1.13, 1.27], [-1.31, -0.69, -1.16], [-3.62, -0.83, -1.70]]}

***

(4)
{"formula": "C7H15ClI2N2OPPdS", "method": "the ωB97M-V functional and the def2-TZVPD basis", "max_force_ev_per_a": 5.49, "charge": 3, "homo_energy_ha": [-0.720, -0.710], "gap_ev": [7.92, 4.82], "lumo_ev": [-11.7, -14.5], "spin_multiplicity": 5, "mol_weight_g_mol": 601.932, "symbols": ["H", "H", "O", "S", "H", "N", "H", "H", "H", "H", "P", "H", "H", "N", "H", "C", "I", "C", "C", "Cl", "I", "H", "H", "C", "C", "C", "H", "H", "C", "H", "Pd"], "xyz": [[0.37, -3.13, -3.00], [-2.23, -1.73, -2.95], [-3.10, -0.94, 0.22], [-0.80, -1.18, 2.34], [1.87, -2.25, -2.54], [1.25, 0.59, 2.82], [-0.14, 3.17, 3.60], [-1.45, -0.78, -4.26], [1.09, -1.92, -4.12], [1.99, 2.55, 2.86], [-0.04, -0.85, -2.29], [-1.66, 1.14, 3.90], [1.91, 0.13, 2.20], [-0.66, 1.14, 3.72], [2.27, 1.57, 4.34], [0.81, 0.63, -2.92], [-1.70, 1.75, -0.68], [0.91, -2.18, -3.07], [0.21, 2.24, 4.10], [2.36, -0.71, 0.24], [-2.07, -3.40, -1.17], [1.76, 0.72, -2.39], [0.21, 2.38, 5.19], [-0.04, 0.22, 2.94], [-1.65, -0.82, -3.19], [-1.95, -1.24, 0.07], [-2.22, 0.06, -2.85], [0.97, 0.50, -4.00], [1.55, 1.79, 3.52], [0.19, 1.51, -2.73], [-0.01, -0.98, 0.11]]}

***

(5)
{"formula": "C7H15ClMgNO3", "method": "the ωB97M-V functional and the def2-TZVPD basis", "max_force_ev_per_a": 1.08, "charge": 1, "homo_energy_ha": -0.428, "gap_ev": 3.71, "lumo_ev": -7.9, "spin_multiplicity": 1, "mol_weight_g_mol": 220.959, "de_lowest_kj_mol": 301.6, "symbols": ["C", "C", "C", "C", "Cl", "N", "H", "Mg", "C", "H", "H", "H", "H", "H", "H", "H", "H", "H", "H", "H", "C", "O", "H", "H", "H", "O", "C", "O"], "xyz": [[-2.66, 4.02, 3.43], [1.53, -0.90, -0.67], [-1.07, 2.45, 2.49], [-2.90, 3.25, 1.10], [-1.33, -1.08, 1.83], [-2.17, 3.23, 2.34], [-3.67, 3.71, 3.72], [-2.61, -1.76, 0.19], [2.53, -4.49, -2.94], [1.47, -4.37, -3.17], [2.60, -4.86, -1.92], [-3.97, 3.36, 1.32], [-2.02, 3.87, 4.29], [0.95, -1.50, 0.03], [2.44, -0.61, -0.14], [1.00, 0.02, -0.90], [2.97, -2.62, -3.96], [-2.67, 5.08, 3.17], [-2.63, 4.11, 0.47], [-0.83, 1.92, 1.55], [3.24, -3.15, -3.05], [0.94, -1.83, -2.78], [2.96, -5.24, -3.61], [-2.72, 2.33, 0.54], [4.32, -3.26, -3.02], [2.95, -2.31, -1.91], [1.77, -1.71, -1.91], [-0.41, 2.35, 3.49]]}

***

(6)
{"formula": "C7H15ClN3S", "method": "the ωB97M-V functional and the def2-TZVPD basis", "max_force_ev_per_a": 7.31, "charge": 1, "homo_energy_ha": -0.480, "gap_ev": 8.54, "lumo_ev": -4.5, "spin_multiplicity": 1, "mol_weight_g_mol": 208.738, "de_lowest_kj_mol": 463.1, "symbols": ["C", "H", "H", "H", "N", "H", "H", "H", "H", "H", "H", "C", "H", "H", "N", "Cl", "H", "H", "C", "C", "C", "S", "C", "H", "H", "C", "N"], "xyz": [[-1.93, 0.48, -1.77], [-0.01, 0.44, -2.70], [-0.14, 2.62, 3.21], [-2.16, -1.60, -1.09], [2.30, -1.21, -0.19], [-2.48, 1.05, -0.96], [0.63, -1.83, 2.70], [-2.53, 0.33, -2.70], [-0.07, 2.51, -0.55], [1.03, 0.94, -0.53], [-0.53, -1.10, -1.59], [-0.62, 1.13, -1.99], [-2.16, -0.59, 0.92], [1.51, 1.73, 2.88], [0.15, 1.09, 1.69], [2.16, -3.78, 0.36], [3.03, -0.54, -0.47], [-0.45, -1.34, 0.78], [-0.44, 0.75, 0.68], [0.52, 1.94, 2.62], [-1.13, -0.51, 0.47], [2.30, -1.75, 1.37], [0.05, 1.45, -0.59], [2.26, -1.96, -0.83], [-0.68, 2.13, -2.53], [-1.45, -0.79, -1.03], [0.85, -1.61, 1.84]]}

***

(7)
{"formula": "C7H15FSi", "method": "the ωB97M-V functional and the def2-TZVPD basis", "max_force_ev_per_a": 3.90, "charge": 0, "homo_energy_ha": -0.299, "gap_ev": 8.98, "lumo_ev": 0.8, "spin_multiplicity": 1, "mol_weight_g_mol": 146.281, "de_lowest_kj_mol": 0.0, "symbols": ["H", "H", "C", "C", "H", "H", "H", "H", "H", "C", "H", "F", "H", "C", "H", "H", "C", "C", "H", "Si", "H", "H", "C", "H"], "xyz": [[2.03, 2.35, 0.13], [0.96, 1.70, -2.20], [-0.21, -1.37, -2.01], [0.49, 1.40, -1.20], [-2.07, -2.48, -1.94], [0.82, 3.32, -0.57], [0.32, -2.41, -2.06], [-0.85, -1.42, 1.46], [-2.29, -0.86, -2.10], [0.37, -0.24, 2.65], [-0.33, 1.22, 3.94], [2.37, -0.98, -0.99], [0.42, 2.13, 0.71], [0.25, -1.13, 1.51], [0.79, -2.05, 1.47], [-1.82, -1.55, -0.47], [-1.67, -1.53, -1.52], [1.02, 2.39, -0.10], [1.04, -0.52, 3.39], [0.82, -0.43, -0.86], [-1.12, 1.09, 2.28], [-0.58, 1.57, -1.48], [-0.43, 0.80, 2.99], [-0.32, -1.01, -3.02]]}

***

(8)
{"formula": "C7H15KN2O8P2", "method": "the ωB97M-V functional and the def2-TZVPD basis", "max_force_ev_per_a": 1.93, "charge": 0, "homo_energy_ha": -0.348, "gap_ev": 9.45, "lumo_ev": 0.0, "spin_multiplicity": 1, "mol_weight_g_mol": 356.249, "symbols": ["O", "K", "H", "H", "O", "H", "H", "H", "H", "P", "N", "O", "H", "C", "O", "H", "H", "C", "H", "O", "H", "C", "O", "C", "C", "P", "H", "C", "H", "O", "C", "H", "N", "O", "H"], "xyz": [[-2.29, 3.93, -0.80], [0.37, -0.09, -0.54], [2.41, -5.16, 1.26], [4.35, -6.82, 1.40], [-3.40, 1.83, -2.20], [-1.07, 3.43, -3.18], [6.52, -4.66, -1.22], [-3.51, 0.65, -0.03], [4.65, -2.93, -1.45], [-0.24, 2.91, 0.40], [3.44, -3.92, -0.06], [-1.21, 2.63, 1.63], [-1.94, 2.05, 1.36], [2.47, -3.06, -0.15], [0.91, 1.97, 0.34], [3.71, -6.62, -0.25], [-0.06, 4.43, -2.11], [5.49, -4.87, -0.94], [-3.06, 3.64, -1.33], [-1.18, 0.41, -2.10], [0.92, 4.52, 1.24], [-1.27, 2.98, -1.10], [-2.56, 0.85, -0.01], [4.77, -3.57, -0.57], [4.23, -6.12, 0.58], [-2.15, 1.40, -1.54], [4.98, -5.36, -1.78], [-0.44, 3.43, -2.29], [3.90, -4.46, 1.92], [5.54, -5.75, 0.17], [3.44, -4.90, 1.03], [5.33, -3.03, 0.19], [1.58, -2.32, -0.23], [0.21, 4.41, 0.59], [0.39, 2.75, -2.46]]}

***

(9)
{"formula": "C7H15N", "method": "the ωB97M-V functional and the def2-TZVPD basis", "max_force_ev_per_a": 2.67, "charge": 0, "homo_energy_ha": -0.308, "gap_ev": 9.47, "smiles": "C=CCCCN(C)C", "lumo_ev": 1.1, "spin_multiplicity": 1, "mol_weight_g_mol": 113.204, "de_lowest_kj_mol": 235.5, "symbols": ["C", "H", "H", "H", "H", "H", "H", "C", "H", "H", "C", "H", "C", "C", "H", "H", "N", "H", "C", "H", "H", "C", "H"], "xyz": [[-0.90, -1.15, -1.80], [0.18, 0.34, 2.09], [-0.32, -3.00, 0.67], [1.72, -1.51, 1.30], [-0.19, -0.36, -2.07], [-1.30, 1.86, 1.51], [1.63, 2.81, -0.05], [1.33, 1.90, -0.55], [1.74, 0.60, 1.30], [-1.64, 2.22, -0.17], [-1.22, -1.79, -0.68], [-2.16, -2.35, -0.75], [-0.78, 2.13, 0.51], [0.74, 0.24, 1.11], [-1.49, -1.41, -2.70], [-1.06, -1.47, 1.42], [0.19, 1.14, 0.07], [2.24, 1.32, -0.69], [0.88, -1.20, 0.62], [0.88, 2.22, -1.49], [-0.40, 3.14, 0.61], [-0.49, -1.96, 0.61], [1.26, -1.23, -0.40]]}

***

(10)
{"formula": "C7H15N", "method": "the ωB97M-V functional and the def2-TZVPD basis", "max_force_ev_per_a": 7.69, "charge": 0, "homo_energy_ha": -0.244, "gap_ev": 4.75, "lumo_ev": -1.9, "spin_multiplicity": 1, "mol_weight_g_mol": 113.204, "de_lowest_kj_mol": 969.5, "symbols": ["C", "H", "H", "C", "H", "H", "H", "C", "N", "H", "H", "C", "H", "H", "H", "H", "H", "H", "H", "H", "C", "C", "C"], "xyz": [[-2.67, -0.45, -1.14], [-2.20, -1.65, 0.74], [-0.09, 1.15, -0.53], [1.29, -0.82, -0.56], [1.36, -1.90, -0.75], [1.82, 1.76, 1.09], [-2.02, -0.40, -2.04], [-0.27, 1.23, 0.53], [2.31, -0.20, -1.49], [1.78, -0.14, -2.39], [2.54, -0.60, 1.22], [-1.29, 0.33, 1.04], [-3.48, 1.32, -1.08], [-3.01, 0.59, -1.07], [3.13, -0.65, -1.62], [0.21, -0.59, -0.71], [0.93, -1.09, 1.59], [-3.52, -1.12, -1.28], [-0.43, 2.29, 0.61], [0.81, 0.96, 2.35], [1.08, 1.05, 1.31], [1.50, -0.43, 0.91], [-1.98, -0.66, 0.29]]}